*1*
Entry from the OMol25 dataset: C4H7NS3 in the gas phase (ωB97M-V with the def2-TZVPD basis set).

ORCA input file:
```
! wB97M-V def2-TZVPD RIJCOSX def2/J DEFGRID3
* xyz 0 1
C -0.921 0.159 -0.058
C 0.576 0.040 0.001
C 1.427 1.334 -0.183
C 1.371 -0.460 -1.239
H -0.786 -2.082 -0.745
H 0.522 -0.150 2.354
H 1.886 1.749 0.745
H 0.842 2.122 -0.685
H 3.144 0.314 -0.568
H 1.739 -1.446 -1.221
H 0.775 -0.359 -2.176
N 2.345 0.641 -1.108
S -1.803 -1.239 -0.633
S -1.728 1.501 0.378
S 1.078 -0.955 1.438
*
```

HOMO level = -0.3279 Eh
M = 165.31 g/mol
SMILES = S=C(S)C1(S)CNC1

***

*2*
Entry from the OMol25 dataset: a molecular structure, C4H7NS3 (ωB97M-V with the def2-TZVPD basis set).

ORCA input file:
```
! wB97M-V def2-TZVPD RIJCOSX def2/J DEFGRID3
* xyz 0 1
C 1.750 0.438 -0.114
C -0.874 -0.750 -0.204
C -1.591 -0.167 1.037
C -1.555 0.278 -1.147
H 3.631 0.898 0.909
H 3.510 -0.732 0.606
H -1.178 -1.784 -0.402
H -1.960 -1.104 1.680
H -1.120 0.615 1.595
H -1.949 -0.354 -1.986
H -0.791 0.924 -1.531
N 3.053 0.211 0.035
S 0.929 1.897 -0.158
S 0.938 -1.053 -0.311
S -2.791 0.684 -0.009
*
```

HOMO level = -0.3065 Eh
M = 165.31 g/mol

***

*3*
Entry from the OMol25 dataset: C4H7NS3 in the gas phase (ωB97M-V with the def2-TZVPD basis set).

ORCA input file:
```
! wB97M-V def2-TZVPD RIJCOSX def2/J DEFGRID3
* xyz 0 1
C -1.164 -0.535 -0.299
C -0.656 -0.289 1.183
C 1.295 -1.232 0.487
C -1.356 0.844 -0.814
N 0.518 -0.635 1.493
S 0.380 -1.386 -1.014
S 2.299 1.214 -0.997
S 2.847 -0.145 0.403
H -2.114 -1.240 -0.467
H -1.436 -0.064 1.945
H 1.664 -2.232 0.955
H -0.740 1.531 -0.293
H -2.352 1.088 -0.444
H -1.273 0.824 -1.961
H 2.086 2.257 -0.178
*
```

HOMO level = -0.3218 Eh
M = 165.31 g/mol
SMILES = C[C@@H]1C=N[C@H](SS)S1

***

From most stable to least stable, the computed energies give *3*, *1*, *2*.

***

*1*
Entry from the OMol25 dataset: C4H9N3 in the gas phase (ωB97M-V with the def2-TZVPD basis set).

ORCA input file:
```
! wB97M-V def2-TZVPD RIJCOSX def2/J DEFGRID3
* xyz 0 1
C -0.104 -1.334 0.204
C 1.552 0.874 0.580
C 0.736 0.901 -0.759
C -0.476 -0.005 -0.522
N -0.087 -2.316 -0.565
N -2.655 0.279 0.276
N -1.496 0.636 0.371
H 0.038 -1.219 1.251
H 0.775 1.178 1.271
H 2.348 1.620 0.491
H 1.975 -0.052 0.788
H 1.237 0.450 -1.685
H 0.388 1.848 -0.986
H -0.975 -0.298 -1.453
H 0.148 -3.236 -0.260
H -3.403 0.674 1.001
*
```

HOMO level = -0.3131 Eh
M = 99.14 g/mol
SMILES = [H]/N=C/[C@H](CC)/N=N/[H]

***

*2*
Entry from the OMol25 dataset: C4H9N3 in the gas phase (ωB97M-V with the def2-TZVPD basis set).

ORCA input file:
```
! wB97M-V def2-TZVPD RIJCOSX def2/J DEFGRID3
* xyz 0 1
C -1.609 0.008 -0.945
N 0.084 -1.059 0.729
C 0.636 0.055 0.256
N 0.869 -2.198 0.721
C -0.744 1.905 0.691
C 1.893 0.396 -0.118
N -0.430 0.945 -0.121
H 0.288 -3.019 0.829
H 1.485 -2.289 -0.087
H -2.206 -0.599 -0.267
H -1.115 -0.593 -1.704
H -2.196 0.813 -1.371
H -0.139 2.105 1.562
H -1.607 2.519 0.488
H 2.072 1.299 -0.678
H 2.720 -0.287 0.015
*
```

HOMO level (spin up / spin down) = -0.2131 / -0.2611 Eh
M = 99.14 g/mol

***

From most stable to least stable, the computed energies give *1*, *2*.

***

*1*
Entry from the OMol25 dataset: a molecular structure, C4H9N3 (ωB97M-V with the def2-TZVPD basis set).

ORCA input file:
```
! wB97M-V def2-TZVPD RIJCOSX def2/J DEFGRID3
* xyz 0 1
C -1.100 1.520 -0.009
C 2.234 -0.710 0.273
C -0.254 0.286 -0.093
N -1.972 -1.259 0.145
C 1.232 0.197 -0.399
N -0.657 -1.020 0.139
N 0.282 -0.289 -1.329
H -2.232 -2.140 0.561
H -2.644 -0.515 -0.009
H 1.583 1.220 -0.571
H -1.504 1.652 0.998
H -1.934 1.487 -0.717
H -0.497 2.385 -0.276
H 1.767 -1.658 0.532
H 3.056 -0.907 -0.417
H 2.641 -0.249 1.174
*
```

HOMO level = -0.2973 Eh
M = 99.14 g/mol

***

*2*
Entry from the OMol25 dataset: C4H9N3 in the gas phase (ωB97M-V with the def2-TZVPD basis set).

ORCA input file:
```
! wB97M-V def2-TZVPD RIJCOSX def2/J DEFGRID3
* xyz 0 1
C -1.328 1.419 -0.830
C 1.078 -0.772 0.924
C -0.550 -1.477 -0.798
C -0.356 -0.495 0.297
N -2.166 1.913 -1.464
N 0.546 1.882 0.563
N -0.263 0.815 -0.383
H 1.396 -1.809 1.119
H 1.723 -0.479 0.135
H 1.258 -0.048 1.688
H -1.547 -1.510 -1.118
H -0.098 -2.398 -0.369
H 0.135 -1.206 -1.624
H -1.167 -0.662 0.966
H 1.368 2.139 0.053
H -0.030 2.690 0.840
*
```

HOMO level = -0.3556 Eh
M = 99.14 g/mol
SMILES = CC(C)N(N)C#N

***

From most stable to least stable, the computed energies give *2*, *1*.

***

*1*
Entry from the OMol25 dataset: C4H9N3 in the gas phase (ωB97M-V with the def2-TZVPD basis set).

ORCA input file:
```
! wB97M-V def2-TZVPD RIJCOSX def2/J DEFGRID3
* xyz 0 1
C -1.424 -1.088 -0.122
C 0.983 -0.237 -0.091
C -0.351 -0.053 0.047
N 1.549 -1.454 -0.359
N 1.904 0.779 -0.031
C -0.851 1.295 0.429
N -2.015 1.750 0.104
H 0.970 -2.244 -0.093
H 2.463 -1.524 0.081
H 2.692 0.549 -0.634
H 1.520 1.672 -0.329
H -2.123 2.703 0.468
H -0.165 1.925 1.021
H -2.142 -1.038 0.705
H -1.967 -0.922 -1.059
H -1.041 -2.112 -0.138
*
```

HOMO level = -0.2817 Eh
M = 99.14 g/mol
SMILES = [H]/N=C/C(C)=C(N)N

***

*2*
Entry from the OMol25 dataset: C4H9N3 in the gas phase (ωB97M-V with the def2-TZVPD basis set).

ORCA input file:
```
! wB97M-V def2-TZVPD RIJCOSX def2/J DEFGRID3
* xyz 0 1
C -0.901 0.360 -1.762
N -0.296 -1.055 0.744
C 0.067 0.834 -0.713
N 0.628 2.095 -0.941
C 0.322 0.149 0.408
C -0.053 -1.795 1.864
N 0.749 -1.601 2.819
H -0.988 -1.391 0.094
H 0.859 2.278 -1.907
H 1.392 2.320 -0.320
H 1.307 -0.753 2.751
H 1.023 0.524 1.139
H -0.660 -2.695 1.915
H -0.587 -0.598 -2.178
H -1.901 0.243 -1.344
H -0.960 1.085 -2.569
*
```

HOMO level = -0.2714 Eh
M = 99.14 g/mol
SMILES = [H]/N=C\N/C=C(\C)N

***

*3*
Entry from the OMol25 dataset: C4H9N3 in the gas phase (ωB97M-V with the def2-TZVPD basis set).

ORCA input file:
```
! wB97M-V def2-TZVPD RIJCOSX def2/J DEFGRID3
* xyz 0 1
C 2.213 0.073 -0.705
C 1.455 -0.381 0.617
C -0.397 1.212 0.349
C -0.623 -1.059 -0.116
H 1.833 -0.447 -1.591
H 2.200 1.167 -0.807
H 3.311 -0.277 -0.571
H 1.790 0.411 1.472
H 1.659 -1.383 0.956
H 0.087 1.700 1.380
H -1.692 0.594 -0.930
H -0.110 -1.830 -0.571
H -2.450 -0.523 0.408
N 0.098 -0.079 0.442
N -1.406 1.538 -0.399
N -1.908 -1.242 -0.131
*
```

HOMO level = -0.3327 Eh
M = 99.14 g/mol
SMILES = [H]/N=C\N(/C=N\[H])CC

***

*4*
Entry from the OMol25 dataset: C4H9N3 in the gas phase (ωB97M-V with the def2-TZVPD basis set).

ORCA input file:
```
! wB97M-V def2-TZVPD RIJCOSX def2/J DEFGRID3
* xyz 0 1
C 0.144 0.955 0.364
C 0.722 0.334 -0.924
C -0.364 -1.684 -0.073
C 0.372 -0.123 1.448
H -1.700 0.550 -0.360
H -1.380 2.228 -0.374
H 0.784 1.853 0.550
H 0.757 0.894 -1.857
H 1.819 0.004 -0.772
H -0.192 -1.344 -2.134
H -0.924 -2.636 -0.305
H 1.475 -0.120 1.830
H -0.140 0.106 2.414
N -1.241 1.356 0.245
N -0.067 -0.901 -1.175
N -0.065 -1.474 1.122
*
```

HOMO level = -0.3155 Eh
M = 99.14 g/mol
SMILES = N[C@H]1CN=CNC1

***

From most stable to least stable, the computed energies give *1*, *2*, *4*, *3*.

***

*1*
Entry from the OMol25 dataset: 2 unconnected molecules or ions with the total composition C4H9N3 (ωB97M-V with the def2-TZVPD basis set).

ORCA input file:
```
! wB97M-V def2-TZVPD RIJCOSX def2/J DEFGRID3
* xyz 0 1
C -0.238 -1.102 1.144
C 0.908 -0.770 0.240
C -0.918 0.958 -1.675
C 0.173 2.021 -1.722
H -0.392 -2.649 2.753
H 0.896 -0.619 3.107
H -0.790 -0.160 1.450
H -1.004 -1.941 0.899
H 1.690 -1.680 0.450
H -1.721 1.303 -1.095
H -0.838 0.161 -2.444
H -0.240 3.060 -1.735
H 0.780 1.901 -2.573
N 0.503 -1.587 2.535
N 1.085 0.090 -0.780
N 0.105 1.013 -0.553
*
```

HOMO level = -0.3330 Eh
M = 99.14 g/mol

***

*2*
Entry from the OMol25 dataset: C4H9N3 in the gas phase (ωB97M-V with the def2-TZVPD basis set).

ORCA input file:
```
! wB97M-V def2-TZVPD RIJCOSX def2/J DEFGRID3
* xyz 0 1
C -0.769 1.028 -0.189
C 0.338 0.091 0.094
C 0.702 -0.270 1.530
C 1.369 -0.246 -1.000
N -0.941 -1.604 -0.428
N -1.951 -1.031 -0.679
N -2.052 0.282 -0.596
H -0.940 1.572 0.760
H -0.345 1.724 -0.891
H 0.671 -1.313 1.560
H -0.041 0.022 2.371
H 1.611 0.069 1.929
H 1.900 -1.026 -0.505
H 2.107 0.578 -0.978
H 1.008 -0.639 -1.846
H -2.669 0.764 -1.132
*
```

HOMO level (spin up / spin down) = -0.2883 / -0.2882 Eh
M = 99.14 g/mol

***

From most stable to least stable, the computed energies give *2*, *1*.

***

*1*
Entry from the OMol25 dataset: C4H9N3 in the gas phase (ωB97M-V with the def2-TZVPD basis set).

ORCA input file:
```
! wB97M-V def2-TZVPD RIJCOSX def2/J DEFGRID3
* xyz 0 1
C 1.876 -0.285 -0.794
C -0.645 1.396 -1.092
C -1.150 -0.311 0.822
C -0.273 0.471 0.011
N -0.121 -1.156 1.485
N 1.002 0.032 0.336
N -2.339 -0.086 1.261
H -0.063 -1.122 2.503
H 0.279 -1.956 1.001
H -2.673 -0.853 1.839
H 2.773 -0.785 -0.426
H 2.176 0.658 -1.262
H 1.401 -0.918 -1.554
H -1.715 1.603 -1.033
H -0.103 2.347 -1.023
H -0.425 0.965 -2.074
*
```

HOMO level (spin up / spin down) = -0.2762 / -0.2576 Eh
M = 99.14 g/mol
SMILES = [H]/N=C(N)/C(C)=N/C

***

*2*
Entry from the OMol25 dataset: C4H9N3 in the gas phase (ωB97M-V with the def2-TZVPD basis set).

ORCA input file:
```
! wB97M-V def2-TZVPD RIJCOSX def2/J DEFGRID3
* xyz 0 1
C 0.714 -1.907 -0.817
N 0.117 -0.698 -0.317
C 0.788 0.255 0.238
N 2.002 0.185 0.865
C -1.274 0.918 -0.388
C -2.485 1.102 0.140
N 0.021 1.379 0.264
H 2.430 -0.722 0.951
H 2.225 0.883 1.555
H -0.024 1.928 1.113
H -1.144 0.818 -1.466
H -0.039 -2.427 -1.405
H 1.050 -2.557 0.006
H 1.586 -1.723 -1.459
H -3.339 1.297 -0.487
H -2.628 1.268 1.207
*
```

HOMO level = -0.2956 Eh
M = 99.14 g/mol
SMILES = C=CN/C(N)=N/C

***

*3*
Entry from the OMol25 dataset: C4H9N3 in the gas phase (ωB97M-V with the def2-TZVPD basis set).

ORCA input file:
```
! wB97M-V def2-TZVPD RIJCOSX def2/J DEFGRID3
* xyz 0 1
C 1.481 -0.361 -0.878
C -0.435 0.533 -1.609
C -1.088 0.189 1.497
C 0.257 -0.392 1.857
H 1.921 0.351 -1.504
H 2.265 -0.538 -0.061
H 1.040 -1.195 -1.437
H 0.087 1.033 -2.338
H -2.370 0.196 -1.082
H -1.103 1.126 1.188
H -1.937 -0.190 2.056
H 0.439 -1.363 2.487
H 1.082 0.322 1.779
N 0.328 0.494 -0.365
N -1.705 0.433 -2.034
N -0.264 -0.636 0.444
*
```

HOMO level = -0.3508 Eh
M = 99.14 g/mol
SMILES = [H]/N=C\N(C)N1CC1

***

From most stable to least stable, the computed energies give *2*, *1*, *3*.